Record 1
183
Properties=species:S:1:pos:R:3 method="wB97M-V/def2-TZVPD" e_lumo_ev=-0.40 charge=0 e_tot_ha=-9144.80093
O -2.70689 -8.54022 -1.93710
C -3.08019 -7.63951 -2.71435
O -4.22675 -7.70537 -3.40362
C -4.42732 -6.63545 -4.33584
C -3.38055 -5.63791 -3.96808
C -2.32369 -6.36610 -3.07935
H -5.44118 -6.37214 -4.03441
H -4.27427 -7.21584 -5.24568
H -3.76636 -4.83055 -3.34565
H -2.91422 -5.51119 -4.94511
H -1.98967 -5.77860 -2.22414
H -1.52900 -6.61535 -3.78252
O -0.31826 -5.17270 -11.84751
C 0.77564 -5.65010 -12.26066
O 1.24723 -6.72062 -11.64082
C 2.40604 -7.24409 -12.33436
C 2.87297 -6.15637 -13.36370
C 1.61206 -5.30739 -13.52578
H 2.08195 -8.09971 -12.92679
H 3.24235 -7.52036 -11.69222
H 3.44870 -6.52025 -14.21471
H 3.65829 -5.61164 -12.83964
H 1.00437 -5.61260 -14.37764
H 1.73097 -4.22661 -13.60237
O 3.24221 -10.04037 -4.31773
C 1.97305 -9.82947 -4.28497
O 1.34918 -8.97248 -5.11323
C -0.03431 -9.09567 -5.19457
C -0.35353 -10.28918 -4.25077
C 0.93917 -10.39870 -3.37330
H -0.24592 -9.34998 -6.23315
H -0.66355 -8.23056 -4.98547
H -0.65414 -11.15508 -4.84064
H -1.23064 -10.08103 -3.63802
H 1.00815 -11.42470 -3.01181
H 0.84072 -9.82935 -2.44905
O -0.93894 -12.03389 -14.88517
C -0.05296 -12.33798 -14.09480
O -0.25607 -12.34076 -12.74208
C 0.87893 -12.96528 -12.10172
C 2.08149 -13.14740 -13.16935
C 1.28368 -12.89732 -14.44828
H 0.75262 -13.95208 -11.65632
H 1.14496 -12.24557 -11.32755
H 2.85300 -13.91579 -13.11992
H 2.67325 -12.23444 -13.10287
H 1.21507 -13.92320 -14.81017
H 1.84459 -12.21823 -15.09039
O 4.00724 -7.95230 -8.63366
C 3.72887 -9.11780 -8.29006
O 2.51642 -9.64210 -8.38930
C 2.52762 -10.92967 -7.96634
C 3.99472 -11.36336 -7.97163
C 4.79905 -10.12821 -7.99730
H 1.89097 -11.33303 -8.75379
H 2.05930 -11.11491 -6.99966
H 4.08962 -12.00252 -8.84945
H 4.23389 -11.92992 -7.07168
H 5.60805 -10.08362 -8.72642
H 5.20589 -9.74179 -7.06281
O -4.96764 -17.01992 -6.73347
C -5.70620 -16.49563 -7.48431
O -7.04651 -16.81902 -7.41754
C -7.79699 -15.99915 -8.34971
C -6.76926 -14.93698 -8.82950
C -5.44531 -15.47232 -8.54885
H -8.74342 -15.69391 -7.90339
H -8.12780 -16.70743 -9.10931
H -7.08305 -14.17965 -8.11111
H -7.02785 -14.79772 -9.87919
H -4.61267 -14.81792 -8.29083
H -5.09058 -16.05868 -9.39647
O -0.33036 -3.44098 -7.06537
C 0.31248 -4.42441 -7.25168
O 1.46444 -4.63887 -6.62218
C 1.88341 -5.98535 -6.88840
C 1.01908 -6.62845 -7.87038
C -0.15823 -5.72376 -8.05598
H 1.68403 -6.53505 -5.96852
H 2.95957 -6.00701 -7.06013
H 0.68405 -7.62034 -7.56708
H 1.52808 -6.83947 -8.81085
H -1.12565 -6.12493 -7.75389
H -0.12542 -5.57364 -9.13509
C -5.71325 -7.01005 -13.80636
C -4.29638 -6.61630 -14.16816
O -3.72862 -7.86218 -14.42568
S -4.68857 -8.88576 -15.20588
O -4.51079 -10.28810 -14.85066
O -4.72912 -8.56230 -16.60209
O -5.99301 -8.24374 -14.40384
H -6.34657 -6.15113 -14.02832
H -5.71717 -7.03383 -12.71663
H -3.82372 -5.94446 -13.45170
H -4.25430 -6.10859 -15.13178
C 1.22539 -15.40922 -7.45188
C 0.98755 -15.32283 -9.02815
O -0.37606 -15.00423 -9.34139
S -1.27094 -14.88165 -7.94290
O -2.57794 -15.60381 -8.03790
O -1.39999 -13.51229 -7.46386
O -0.14128 -15.62819 -6.90158
H 1.71081 -14.54516 -6.99815
H 1.75569 -16.24622 -6.99768
H 1.26647 -16.24508 -9.53782
H 1.75617 -14.66011 -9.42579
C 5.49383 -11.10638 -13.23568
C 4.91232 -10.25670 -12.10275
O 4.32195 -11.26019 -11.23254
S 5.13992 -12.74342 -11.28839
O 4.20978 -13.90188 -11.08270
O 6.30946 -12.70868 -10.36078
O 5.63845 -12.48533 -12.85112
H 6.39217 -10.62862 -13.62659
H 4.88679 -11.00976 -14.13582
H 4.05807 -9.67436 -12.44806
H 5.71386 -9.69636 -11.62143
C -0.83792 -9.58675 -16.75731
C -0.93448 -8.82289 -15.44758
O 0.46906 -8.67621 -14.99701
S 1.53477 -8.84839 -16.23877
O 2.75942 -9.56755 -15.91468
O 1.63431 -7.60534 -16.94690
O 0.50266 -9.83804 -17.01283
H -1.39511 -9.15581 -17.58913
H -1.32262 -10.56089 -16.69244
H -1.38926 -9.41051 -14.65009
H -1.45339 -7.87137 -15.56357
C -1.74557 -8.88232 -11.62538
C -1.56848 -8.38277 -10.24052
O -2.45079 -9.12393 -9.37884
S -2.24545 -10.68680 -9.90509
O -3.33750 -11.54348 -9.46764
O -0.95164 -11.38195 -9.64549
O -2.34092 -10.15877 -11.47286
H -0.81995 -9.01206 -12.18617
H -2.28544 -8.18848 -12.26976
H -1.95636 -7.36569 -10.18407
H -0.55081 -8.44867 -9.85567
C -7.65673 -12.00150 -5.76024
C -6.95375 -10.95894 -6.52381
O -6.26968 -10.12386 -5.54328
S -6.29507 -10.77464 -4.07844
O -7.27465 -10.07079 -3.20951
O -4.93165 -10.93747 -3.55884
O -6.88370 -12.23606 -4.62873
H -7.67533 -13.00368 -6.18847
H -8.68062 -11.76094 -5.47410
H -7.52670 -10.28772 -7.16356
H -6.26632 -11.51307 -7.16294
C -3.04612 -14.20478 -12.47099
C -3.97724 -13.18691 -11.99447
O -5.21125 -13.41546 -12.59901
S -5.44456 -15.04098 -12.96204
O -5.79219 -15.36952 -14.33993
O -6.18906 -15.66741 -11.85697
O -3.79728 -15.32055 -12.87792
H -2.41478 -14.62829 -11.68987
H -2.57582 -13.65929 -13.28913
H -3.63388 -12.21421 -12.34670
H -4.16245 -13.28156 -10.92450
C -6.13828 -9.70312 -10.05962
C -7.55526 -9.20641 -9.62587
O -8.34583 -10.35027 -9.78980
S -7.88864 -11.29294 -11.01853
O -8.50097 -10.79520 -12.25870
O -7.97955 -12.69959 -10.54730
O -6.26699 -10.85303 -10.95400
H -5.53983 -10.08606 -9.23300
H -5.51323 -8.99969 -10.60971
H -7.89563 -8.46871 -10.35254
H -7.79307 -8.85515 -8.62180
C -4.11278 -3.36711 -8.52631
C -3.15133 -3.97920 -9.54104
O -3.33177 -5.35959 -9.61241
S -4.62119 -5.82568 -8.69212
O -4.06676 -6.15727 -7.37108
O -5.54486 -6.80320 -9.33469
O -5.20499 -4.27176 -8.73212
H -4.37021 -2.31483 -8.64689
H -3.85539 -3.40258 -7.46772
H -2.18932 -3.68654 -9.12036
H -3.23325 -3.45147 -10.49124

---

Record 2
154
Properties=species:S:1:pos:R:3 method="wB97M-V/def2-TZVPD" e_lumo_ev=-12.09 charge=+6 e_tot_ha=-2489.16366
B -0.00030 -0.09492 -0.02464
H 0.60779 0.66588 -0.48901
H -0.82436 -0.43602 -0.63194
H 0.65415 -0.93609 0.14380
H -0.38127 0.27430 0.91492
C 6.14982 1.83269 5.09159
C 5.67414 2.24039 3.57778
N 4.43590 1.69578 3.10829
C 3.93046 1.84389 1.79709
C 2.74909 1.06651 1.74587
N 2.52839 0.49366 2.96596
C 3.51621 0.90338 3.81904
C 1.49651 -0.41991 3.30413
H 5.31859 2.02027 5.77128
H 7.09855 2.22202 5.46099
H 6.25567 0.74846 5.05528
H 6.48979 2.01605 2.89040
H 5.52218 3.31759 3.64603
H 4.45350 2.34900 0.99852
H 2.08853 0.86776 0.91488
H 3.55656 0.55381 4.84009
H 0.98887 -0.86112 2.44638
H 0.84694 -0.01869 4.08206
H 1.94640 -1.30045 3.76276
C -2.03848 -0.77581 3.49255
C -2.16141 -1.39070 2.10140
N -3.17341 -2.47034 2.08361
C -4.49124 -2.19808 2.05547
C -5.20876 -3.39098 2.28564
N -4.34989 -4.45508 2.23051
C -3.08158 -3.85569 2.16683
C -4.69078 -5.85263 2.50574
H -1.45556 0.14044 3.39871
H -1.66110 -1.45303 4.25874
H -2.99717 -0.56212 3.96515
H -1.24337 -1.80849 1.68820
H -2.54470 -0.67119 1.37787
H -4.86007 -1.18389 2.01319
H -6.21577 -3.45410 2.67082
H -2.18444 -4.45319 2.23424
H -5.19128 -5.74625 3.46817
H -3.83969 -6.52046 2.63902
H -5.37017 -6.14449 1.70490
C -2.87285 -8.89101 -0.95309
C -3.67780 -7.68371 -0.30513
N -3.27579 -6.39557 -0.70675
C -3.91078 -5.51802 -1.58027
C -3.09544 -4.39101 -1.63764
N -1.96718 -4.55387 -0.88551
C -2.08602 -5.77361 -0.26100
C -0.89739 -3.56587 -0.81973
H -1.83295 -8.59862 -0.80744
H -3.04842 -8.95802 -2.02676
H -3.07902 -9.82734 -0.43453
H -3.41655 -7.74348 0.75141
H -4.74879 -7.84434 -0.42870
H -4.84927 -5.68916 -2.08659
H -3.25329 -3.42712 -2.09852
H -1.33999 -6.23700 0.36756
H -0.14395 -3.92119 -0.11675
H -1.25033 -2.58143 -0.51251
H -0.27130 -3.57782 -1.71190
C -3.04096 1.35023 -5.75193
C -2.18732 0.20408 -5.14865
N -2.77393 -0.06263 -3.80953
C -2.53775 0.66351 -2.67649
C -3.41518 0.13098 -1.75163
N -4.31550 -0.67107 -2.32192
C -3.92964 -0.85013 -3.63328
C -5.34640 -1.46402 -1.63748
H -2.78978 2.33348 -5.35417
H -4.07795 1.09222 -5.53701
H -3.05151 1.44386 -6.83785
H -1.16166 0.56582 -5.07619
H -2.23243 -0.70509 -5.74823
H -1.70753 1.35094 -2.60876
H -3.46032 0.34710 -0.69443
H -4.41767 -1.41960 -4.41040
H -6.27002 -0.97005 -1.33578
H -4.90314 -2.01780 -0.80985
H -5.86159 -2.18752 -2.26932
C -2.11695 2.57893 1.08135
C -3.22092 3.64575 1.47477
N -3.51087 3.53828 2.94330
C -3.85190 2.37596 3.65285
C -4.08700 2.72516 4.99243
N -3.92312 4.13589 5.13318
C -3.67176 4.58503 3.88490
C -4.04902 4.87825 6.40653
H -2.40673 1.60125 1.46641
H -1.12352 2.78735 1.47854
H -1.92764 2.57758 0.00792
H -4.18737 3.46147 1.00560
H -3.07464 4.68530 1.18147
H -3.77776 1.45191 3.09873
H -4.34378 2.09359 5.83003
H -3.44429 5.62088 3.68075
H -3.50247 4.44046 7.24183
H -5.10560 4.96539 6.65978
H -3.72082 5.90832 6.26748
C 1.79768 -2.80902 -4.87485
C 2.51501 -2.05077 -3.72980
C 3.33637 -3.03153 -2.88630
N 4.23180 -2.34324 -1.80693
C 5.20333 -1.42183 -2.52587
C 4.90052 -3.47813 -1.00635
C 3.81794 -3.96468 -0.09095
C 2.95028 -2.72319 0.25768
C 3.44612 -1.62628 -0.63239
H 2.57202 -3.22503 -5.51939
H 1.36826 -2.11305 -5.59550
H 1.09548 -3.57766 -4.55204
H 1.72129 -1.55828 -3.16806
H 3.07027 -1.20191 -4.12882
H 3.88748 -3.75421 -3.48806
H 2.67803 -3.66149 -2.28810
H 4.78919 -0.41847 -2.42661
H 5.24436 -1.76314 -3.56025
H 6.17458 -1.40792 -2.03133
H 5.72204 -2.91277 -0.56639
H 5.35650 -4.22359 -1.65785
H 4.20361 -4.37617 0.84180
H 3.19184 -4.73131 -0.54744
H 3.05694 -2.46320 1.31083
H 1.89761 -2.86159 0.01100
H 4.15915 -0.96522 -0.13974
H 2.63572 -1.10961 -1.14659
C 6.11596 6.64967 -2.46994
C 4.97330 6.63296 -1.50566
C 3.61938 6.20465 -2.30153
N 2.38484 5.86426 -1.48066
C 1.86244 7.11457 -0.71604
C 1.35633 5.25387 -2.40822
C 0.49881 4.22553 -1.61129
C 1.41085 3.88394 -0.45564
C 2.77200 4.61822 -0.60552
H 6.27887 5.66805 -2.91489
H 7.00604 7.12412 -2.05673
H 5.72906 7.28161 -3.26936
H 4.83973 7.60509 -1.03111
H 5.14401 6.00481 -0.63136
H 3.93501 5.35342 -2.90477
H 3.16313 6.88125 -3.02412
H 1.04468 6.93071 -0.01923
H 1.49146 7.65277 -1.58829
H 2.71238 7.54905 -0.18979
H 0.76317 6.03584 -2.88234
H 1.89471 4.66555 -3.15127
H -0.37789 4.64735 -1.11981
H 0.28657 3.31083 -2.16481
H 0.94797 4.12106 0.50228
H 1.64291 2.83117 -0.61668
H 3.24517 4.93370 0.32436
H 3.43597 3.91822 -1.11271